1.
The following is a DFT calculation (ωB97M-V/def2-TZVPD) of C5H10ClNO in the gas phase.

Output
- Frontier orbital gap: 10.15 eV
- E: -786.65570 a.u.
- LUMO: 0.80 eV
- Molecular weight: 135.6 g mol⁻¹
- Structure (SMILES): C[C@@H]1N[C@H](CO)[C@H]1Cl
- Highest occupied orbital energy: -9.35 eV

Structure (XYZ):
```
18
C5H10ClNO | OMol25 | ωB97M-V/def2-TZVPD
C 0.00 1.00 2.20
C 0.74 0.52 1.00
C 0.40 -0.11 -0.95
C -0.70 -0.28 -1.97
C 0.19 -0.80 0.37
H 0.50 1.71 2.86
H -0.93 1.51 1.90
H -0.30 0.16 2.87
H 1.82 0.39 1.17
H -0.37 1.75 -0.26
H 1.37 -0.40 -1.36
H -0.60 0.56 -2.68
H -1.67 -0.29 -1.43
H -0.62 -2.25 -2.14
H -0.85 -0.98 0.68
N 0.51 1.22 -0.31
O -0.53 -1.44 -2.77
Cl 1.03 -2.27 0.83
```

2.
The following is a DFT calculation (ωB97M-V/def2-TZVPD) of 3 unconnected molecules or ions with the total composition C29H19B2O9.

Output
- Frontier orbital gap: 4.51 eV
- E: -1843.55672 a.u.
- LUMO: 0.43 eV
- Total charge: -1
- Molecular weight: 533.1 g mol⁻¹
- Highest occupied orbital energy: -4.08 eV

Structure (XYZ):
```
59
C29H19B2O9 | OMol25 | ωB97M-V/def2-TZVPD
O 0.14 -6.68 4.11
C -0.10 -5.94 3.02
O 0.69 -4.69 2.80
B -1.19 -6.32 1.83
O -2.55 -6.86 2.06
B -3.44 -5.72 2.47
O -2.95 -4.45 3.03
O -4.93 -5.93 2.33
H -0.88 -6.10 0.71
H -2.73 -3.77 2.32
H -5.19 -6.33 3.24
C 2.72 -2.09 -2.51
C 2.57 -2.45 -1.17
C 1.33 -2.31 -0.55
C 0.24 -1.79 -1.26
C 0.40 -1.40 -2.59
C 1.64 -1.56 -3.22
C -0.73 -0.81 -3.33
O -0.59 -0.48 -4.50
C -2.02 -0.62 -2.64
C -3.08 -0.01 -3.32
C -4.31 0.17 -2.68
C -4.49 -0.28 -1.37
C -3.43 -0.89 -0.70
C -2.19 -1.05 -1.33
C -1.07 -1.66 -0.59
O -1.22 -2.05 0.56
H 3.69 -2.20 -3.00
H 3.42 -2.84 -0.62
H 1.22 -2.60 0.50
H 1.77 -1.28 -4.26
H -2.96 0.34 -4.34
H -5.14 0.65 -3.21
H -5.45 -0.15 -0.88
H -3.57 -1.23 0.33
C 1.00 1.31 3.46
C 1.56 2.33 4.23
C 2.01 3.50 3.61
C 1.89 3.65 2.22
C 1.35 2.62 1.46
C 0.89 1.45 2.08
C 1.27 2.75 -0.01
O 0.78 1.85 -0.69
C 1.78 3.98 -0.66
C 1.76 4.09 -2.05
C 2.24 5.25 -2.67
C 2.72 6.30 -1.89
C 2.74 6.19 -0.50
C 2.28 5.02 0.12
C 2.34 4.90 1.59
O 2.77 5.83 2.27
H 0.65 0.40 3.94
H 1.66 2.21 5.30
H 2.44 4.29 4.22
H 0.45 0.65 1.48
H 1.39 3.27 -2.67
H 2.23 5.33 -3.75
H 3.08 7.21 -2.37
H 3.12 7.02 0.09
```

3.
The following is a DFT calculation (ωB97M-V/def2-TZVPD) of a gas-phase ion, C4H9N2O2 (charge -1).

Output
- Frontier orbital gap: 6.44 eV
- E: -417.81200 a.u.
- LUMO: 3.78 eV
- Total charge: -1
- Molecular weight: 117.1 g mol⁻¹
- Structure (SMILES): NC(=O)C[C@H](N)C[O-]
- Highest occupied orbital energy: -2.67 eV

Structure (XYZ):
```
17
C4H9N2O2 | OMol25 | ωB97M-V/def2-TZVPD
C -0.62 -2.10 0.71
O 0.18 -3.15 0.87
C 0.13 -0.79 0.15
C -0.46 0.57 0.64
C -0.03 1.81 -0.07
N 1.13 1.83 -0.78
O -0.68 2.85 -0.01
N 0.38 -0.75 -1.28
H -1.02 -1.80 1.68
H -1.50 -2.22 0.00
H 1.10 -1.00 0.62
H -0.36 0.67 1.73
H -1.55 0.57 0.52
H 1.43 2.56 -1.40
H 1.53 1.00 -1.21
H -0.40 -0.52 -1.90
H 0.64 -1.72 -1.50
```

4.
The following is a DFT calculation (ωB97M-V/def2-TZVPD) of C3H5NO2 in the gas phase.

Output
- Frontier orbital gap: 11.04 eV
- E: -322.54554 a.u.
- LUMO: 0.84 eV
- Molecular weight: 87.1 g mol⁻¹
- Structure (SMILES): O=CCNC=O
- Highest occupied orbital energy: -10.20 eV

Structure (XYZ):
```
11
C3H5NO2 | OMol25 | ωB97M-V/def2-TZVPD
O -1.57 -1.69 -0.24
C -0.39 -1.72 0.05
C 0.40 -0.49 0.36
N -0.38 0.70 0.16
C 0.21 1.80 -0.38
O 1.40 1.91 -0.60
H 0.18 -2.67 0.04
H 0.80 -0.54 1.39
H 1.28 -0.46 -0.30
H -1.38 0.62 0.22
H -0.52 2.61 -0.60
```

5.
The following is a DFT calculation (ωB97M-V/def2-TZVPD) of C18H23F2NO4 in the gas phase.

Output
- Frontier orbital gap: 9.26 eV
- E: -1255.21201 a.u.
- LUMO: 0.71 eV
- Molecular weight: 355.4 g mol⁻¹
- Structure (SMILES): O=C(COC(=O)CCC1CCCCC1)Nc1ccc(OC(F)F)cc1
- Highest occupied orbital energy: -8.55 eV

Structure (XYZ):
```
48
C18H23F2NO4 | OMol25 | ωB97M-V/def2-TZVPD
O 0.02 -2.94 -2.11
C -0.49 -2.79 -1.02
N 0.12 -2.30 0.09
C 1.40 -1.76 0.21
C 2.27 -1.62 -0.87
C 3.52 -1.04 -0.69
C 3.91 -0.62 0.57
C 3.04 -0.75 1.65
C 1.80 -1.31 1.47
H 1.12 -1.42 2.31
H 3.36 -0.40 2.62
O 5.13 -0.02 0.84
C 6.15 -0.21 -0.02
F 6.08 0.65 -1.08
F 7.29 0.08 0.61
H 6.22 -1.23 -0.44
H 4.16 -0.92 -1.54
H 1.97 -1.95 -1.85
H -0.45 -2.25 0.94
C -1.96 -3.16 -0.76
H -2.35 -3.67 -1.64
H -2.03 -3.80 0.13
O -2.77 -2.00 -0.58
C -2.84 -1.44 0.63
O -2.22 -1.85 1.58
C -3.81 -0.29 0.64
H -4.71 -0.66 1.14
H -4.08 -0.04 -0.39
C -3.28 0.92 1.41
H -2.89 0.56 2.37
H -4.13 1.58 1.62
C -2.20 1.73 0.70
C -2.68 2.36 -0.61
C -1.59 3.26 -1.19
C -0.31 2.47 -1.43
C 0.17 1.82 -0.14
C -0.93 0.92 0.44
H -0.58 0.46 1.36
H -1.14 0.14 -0.29
H 1.07 1.23 -0.32
H 0.42 2.59 0.59
H 0.47 3.13 -1.82
H -0.50 1.70 -2.18
H -1.39 4.08 -0.49
H -1.94 3.70 -2.13
H -3.59 2.94 -0.43
H -2.91 1.58 -1.33
H -1.93 2.55 1.39
```

6.
The following is a DFT calculation (ωB97M-V/def2-TZVPD) of C3H7N3S in the gas phase.

Output
- Frontier orbital gap: 8.92 eV
- E: -680.88422 a.u.
- LUMO: 0.02 eV
- Molecular weight: 117.2 g mol⁻¹
- Structure (SMILES): C/N=C(/N)C(N)=S
- Highest occupied orbital energy: -8.90 eV

Structure (XYZ):
```
14
C3H7N3S | OMol25 | ωB97M-V/def2-TZVPD
C 1.94 -1.28 -0.45
C 0.67 0.54 -0.06
C -0.63 -0.22 0.17
H 2.80 -1.55 0.25
H 1.14 -2.00 -0.26
H 2.19 -1.65 -1.46
H 1.41 2.56 0.06
H -0.39 2.35 0.06
H -1.40 -1.03 2.00
H 0.15 -0.14 2.44
N 1.80 0.14 -0.29
N 0.60 1.94 0.13
N -0.56 -0.64 1.54
S -1.92 -0.18 -0.67
```

7.
The following is a DFT calculation (ωB97M-V/def2-TZVPD) of C17H24N2O2 in the gas phase.

Output
- Frontier orbital gap: 10.06 eV
- E: -922.24808 a.u.
- LUMO: 0.64 eV
- Molecular weight: 288.4 g mol⁻¹
- Structure (SMILES): O=C(CCNC(=O)c1ccccc1)NCC1CCCCC1
- Highest occupied orbital energy: -9.42 eV

Structure (XYZ):
```
45
C17H24N2O2 | OMol25 | ωB97M-V/def2-TZVPD
O -2.63 0.50 -1.51
C -1.79 1.24 -1.04
N -0.59 0.80 -0.61
H 0.06 1.46 -0.20
C -0.18 -0.58 -0.65
H -0.05 -0.95 0.38
C 1.13 -0.76 -1.43
C 1.61 -2.21 -1.34
C 2.91 -2.41 -2.10
C 2.74 -2.00 -3.56
C 2.27 -0.55 -3.66
C 0.96 -0.36 -2.89
H 0.64 0.68 -2.96
H 0.18 -0.98 -3.34
H 2.12 -0.28 -4.71
H 3.03 0.11 -3.24
H 3.68 -2.12 -4.10
H 2.00 -2.65 -4.03
H 3.23 -3.45 -2.04
H 3.69 -1.79 -1.65
H 1.74 -2.49 -0.29
H 0.84 -2.87 -1.76
H 1.90 -0.12 -0.97
H -0.99 -1.13 -1.13
C -2.02 2.73 -0.82
H -1.06 3.24 -0.71
H -2.56 3.14 -1.67
C -2.86 2.92 0.46
N -2.48 2.01 1.52
C -1.23 2.01 2.04
O -0.40 2.85 1.77
C -0.94 0.88 2.98
C 0.36 0.39 3.03
C 0.68 -0.67 3.86
C -0.30 -1.24 4.65
C -1.59 -0.75 4.62
C -1.92 0.30 3.78
H -2.92 0.69 3.79
H -2.35 -1.19 5.25
H -0.05 -2.07 5.30
H 1.69 -1.04 3.89
H 1.12 0.86 2.42
H -3.03 1.17 1.61
H -3.91 2.75 0.24
H -2.72 3.94 0.82
```

8.
The following is a DFT calculation (ωB97M-V/def2-TZVPD) of 2 unconnected molecules or ions with the total composition C3H9N4S.

Output
- Frontier orbital gap: 10.69 eV
- E: -736.62155 a.u.
- LUMO: -3.09 eV
- Total charge: +1
- Molecular weight: 133.2 g mol⁻¹
- Highest occupied orbital energy: -13.78 eV

Structure (XYZ):
```
17
C3H9N4S | OMol25 | ωB97M-V/def2-TZVPD
C 1.66 0.50 0.87
C -0.35 0.66 0.17
C 0.32 -1.57 1.07
N 1.54 1.73 0.49
N 0.49 -0.17 0.77
N -0.60 -0.34 -1.82
N 0.28 1.85 0.01
S -2.06 0.44 0.35
H 2.48 0.18 1.43
H 1.26 -1.91 1.46
H -0.50 -1.91 1.80
H -0.07 -2.24 0.19
H 0.29 -0.59 -2.37
H -1.08 0.17 -2.62
H -1.18 -1.20 -1.77
H -0.08 2.78 -0.23
H -2.40 1.62 0.21
```

9.
The following is a DFT calculation (ωB97M-V/def2-TZVPD) of a molecular structure, C33H70ClInN3O2.

Output
- Spin multiplicity: 3
- Frontier orbital gap (alpha / beta): 6.40 / 6.28 eV
- E: -2264.37013 a.u.
- ⟨S²⟩: 2.008
- LUMO (alpha / beta): 2.13 / 2.02 eV
- Total charge: -1
- Molecular weight: 691.2 g mol⁻¹
- Highest occupied orbital energy (alpha / beta): -4.27 / -4.27 eV

Structure (XYZ):
```
110
C33H70ClInN3O2 | OMol25 | ωB97M-V/def2-TZVPD
C 5.84 -3.34 -2.36
C 4.54 -4.13 -2.18
C 3.39 -3.33 -1.56
C 3.05 -2.06 -2.37
C 3.67 -0.79 -1.79
C 2.88 -0.10 -0.66
C 1.35 -0.04 -0.84
C 0.90 0.50 -2.18
C -0.59 0.22 -2.48
In -1.15 -1.89 -2.95
C -0.38 -2.63 -4.90
Cl -0.40 -3.51 -1.23
C -3.40 -1.99 -3.06
C -3.84 -3.23 -3.87
C -4.62 -4.28 -3.06
C -3.99 -4.60 -1.69
C -3.71 -6.07 -1.50
N -2.46 -6.47 -2.19
H 5.72 -2.60 -3.14
H 6.64 -4.00 -2.69
H 6.09 -2.84 -1.43
H 4.73 -4.99 -1.54
H 4.22 -4.47 -3.16
H 3.60 -3.09 -0.52
H 2.52 -3.96 -1.65
H 3.48 -2.21 -3.36
H 1.98 -1.99 -2.52
H 4.62 -1.09 -1.36
H 3.90 -0.05 -2.55
H 3.22 0.94 -0.64
H 3.13 -0.49 0.32
H 0.95 -1.04 -0.64
H 0.91 0.59 -0.08
H 1.00 1.59 -2.16
H 1.51 0.14 -2.99
H -1.18 0.64 -1.66
H -0.83 0.81 -3.36
H 0.63 -2.31 -5.14
H -1.06 -2.37 -5.71
H -0.36 -3.71 -4.85
H -3.79 -2.02 -2.04
H -3.72 -1.09 -3.57
H -4.49 -2.91 -4.68
H -3.01 -3.75 -4.35
H -5.64 -3.94 -2.93
H -4.64 -5.20 -3.63
H -4.70 -4.32 -0.91
H -3.09 -4.02 -1.51
H -4.53 -6.64 -1.93
H -3.66 -6.30 -0.43
H -1.68 -6.22 -1.59
H -2.45 -7.49 -2.24
C 4.74 -0.13 5.56
C 3.49 0.60 5.01
C 2.58 1.02 6.17
C 1.79 -0.13 6.80
C 1.04 -0.92 5.73
C 1.96 -1.41 4.60
N 2.76 -0.28 4.04
O 2.01 0.45 3.28
C 2.87 -2.53 5.13
C 1.12 -2.06 3.51
C 3.99 1.85 4.30
H 5.15 -0.82 4.81
H 5.53 0.59 5.78
H 4.56 -0.68 6.48
H 1.87 1.77 5.82
H 3.19 1.51 6.94
H 2.46 -0.78 7.37
H 1.08 0.28 7.52
H 0.54 -1.77 6.18
H 0.26 -0.28 5.30
H 3.60 -2.82 4.37
H 2.27 -3.41 5.37
H 3.41 -2.27 6.04
H 0.36 -1.39 3.11
H 0.61 -2.93 3.91
H 1.74 -2.39 2.67
H 4.61 1.58 3.44
H 4.60 2.43 4.99
H 3.18 2.48 3.96
C -4.63 4.02 -0.08
C -3.53 3.99 -1.17
C -2.17 3.67 -0.54
C -1.55 4.83 0.23
C -1.51 6.10 -0.62
C -2.88 6.47 -1.19
N -3.49 5.30 -1.89
O -2.96 5.16 -3.07
C -3.80 6.97 -0.06
C -2.74 7.64 -2.16
C -3.90 2.87 -2.13
H -5.46 4.66 -0.37
H -5.04 3.02 0.07
H -4.26 4.34 0.89
H -1.47 3.36 -1.33
H -2.28 2.80 0.12
H -2.10 5.01 1.16
H -0.53 4.56 0.53
H -1.13 6.94 -0.03
H -0.81 5.95 -1.45
H -4.81 7.14 -0.43
H -3.42 7.92 0.32
H -3.86 6.31 0.79
H -2.03 7.43 -2.95
H -2.39 8.51 -1.62
H -3.70 7.88 -2.62
H -4.85 3.07 -2.63
H -4.01 1.94 -1.57
H -3.13 2.70 -2.88
```

10.
The following is a DFT calculation (ωB97M-V/def2-TZVPD) of a molecular structure, C34H66GeInN3O2P2Se3Si3Te.

Output
- Spin multiplicity: 2
- Frontier orbital gap (alpha / beta): 5.75 / 4.75 eV
- E: -12940.62721 a.u.
- ⟨S²⟩: 0.757
- LUMO (alpha / beta): 2.09 / 1.13 eV
- Total charge: -1
- Molecular weight: 1247.0 g mol⁻¹
- Highest occupied orbital energy (alpha / beta): -3.66 / -3.62 eV

Structure (XYZ):
```
116
C34H66GeInN3O2P2Se3Si3Te | OMol25 | ωB97M-V/def2-TZVPD
In 13.09 11.34 11.49
C 12.53 6.60 10.34
C 11.35 7.56 10.01
C 10.46 6.88 8.97
P 11.86 9.38 9.65
C 12.56 9.32 7.89
C 12.61 10.73 7.31
C 13.97 8.71 7.86
C 10.29 10.26 9.44
C 9.46 9.95 8.37
C 8.15 10.44 8.35
C 7.64 11.25 9.35
C 8.45 11.55 10.44
C 9.81 11.09 10.50
N 10.68 11.49 11.53
C 10.14 11.68 12.81
C 9.20 10.78 13.39
C 8.80 10.93 14.71
C 9.28 12.00 15.46
C 10.15 12.94 14.93
C 10.65 12.77 13.63
P 11.82 13.90 12.81
C 12.79 14.74 14.24
C 12.14 15.92 14.99
C 13.36 13.69 15.19
C 10.80 15.39 12.21
C 9.67 15.00 11.26
C 11.67 16.44 11.53
H 13.02 6.25 9.43
H 12.17 5.72 10.86
H 13.32 7.09 10.92
H 10.76 7.72 10.92
H 10.98 6.77 8.01
H 9.53 7.43 8.82
H 10.19 5.89 9.34
H 11.90 8.70 7.30
H 13.32 11.38 7.86
H 11.63 11.20 7.36
H 12.92 10.70 6.25
H 14.68 9.33 8.42
H 14.34 8.67 6.81
H 14.02 7.68 8.25
H 9.78 9.33 7.51
H 7.50 10.18 7.51
H 6.61 11.65 9.29
H 8.11 12.14 11.28
H 8.78 9.96 12.78
H 8.11 10.23 15.17
H 8.96 12.06 16.50
H 10.50 13.76 15.57
H 13.60 15.17 13.62
H 11.21 15.67 15.47
H 11.96 16.76 14.32
H 12.84 16.23 15.78
H 12.70 13.44 16.04
H 14.29 14.04 15.64
H 13.61 12.75 14.71
H 10.37 15.79 13.13
H 10.06 14.57 10.33
H 9.08 15.91 11.02
H 9.00 14.24 11.68
H 12.00 16.02 10.58
H 12.56 16.70 12.13
H 11.13 17.37 11.31
Se 16.60 12.17 8.60
Se 14.80 13.51 9.26
Te 13.91 14.34 6.94
Se 11.86 15.32 7.65
N 11.93 9.34 12.98
N 12.74 8.24 13.26
C 14.09 8.36 13.36
O 14.78 7.38 13.69
O 14.53 9.58 13.21
H 11.87 9.92 13.82
H 10.98 9.07 12.72
H 12.32 7.33 13.35
C 17.29 6.46 15.24
Si 17.55 8.01 14.22
C 19.22 8.72 14.79
C 17.62 7.66 12.34
Ge 16.00 9.82 14.56
Si 17.05 11.97 13.72
C 18.27 11.55 12.35
C 17.80 12.70 15.32
C 15.90 13.30 13.02
Si 14.58 9.62 16.62
C 12.87 10.45 16.35
C 15.43 10.60 18.00
C 14.38 7.78 17.06
H 18.25 5.93 15.30
H 16.53 5.82 14.77
H 16.96 6.65 16.27
H 19.92 7.89 14.76
H 19.14 9.05 15.83
H 19.61 9.51 14.17
H 18.67 7.45 12.11
H 17.32 8.53 11.74
H 16.98 6.84 12.04
H 18.73 10.57 12.49
H 19.07 12.30 12.41
H 17.81 11.58 11.36
H 18.40 11.98 15.88
H 17.04 13.17 15.96
H 18.48 13.50 14.99
H 14.83 13.09 12.99
H 16.15 13.55 11.97
H 16.05 14.21 13.61
H 12.74 10.91 15.37
H 12.73 11.25 17.11
H 12.06 9.73 16.51
H 15.25 11.67 17.89
H 16.51 10.44 18.09
H 14.97 10.25 18.93
H 13.43 7.63 17.59
H 15.19 7.47 17.74
H 14.34 7.14 16.17
```